ORCA calculation (ωB97M-V/def2-TZVPD) on 2 unconnected molecules or ions with the total composition C47H44BF9N2O2S in a non-equilibrium geometry.

The geometry in XYZ format:
```
106
C47H44BF9N2O2S | OMol25 | ωB97M-V/def2-TZVPD
C 3.15 0.98 -6.78
C 3.54 0.33 -5.51
C 4.68 -0.39 -5.23
C 4.76 -0.85 -3.87
C 3.64 -0.48 -3.15
B 3.49 -0.60 -1.52
C 2.62 -1.97 -1.78
C 3.31 -3.16 -2.05
C 2.62 -4.33 -2.32
C 1.23 -4.33 -2.26
C 0.50 -5.63 -2.48
F -0.84 -5.53 -2.27
F 0.68 -6.13 -3.74
F 0.97 -6.59 -1.61
C 0.52 -3.16 -1.99
C 1.23 -1.97 -1.77
O 4.81 -0.80 -1.03
C 5.28 0.47 -0.60
C 5.50 0.33 0.90
C 6.60 0.79 -1.28
C 4.09 1.49 -0.95
C 3.73 2.52 0.12
C 4.35 2.27 -2.22
O 2.94 0.64 -1.09
S 2.50 0.40 -4.10
H 3.90 0.78 -7.55
H 2.18 0.59 -7.11
H 3.07 2.06 -6.64
H 5.45 -0.56 -5.98
H 5.58 -1.46 -3.51
H 4.40 -3.17 -2.09
H 3.15 -5.25 -2.57
H -0.56 -3.17 -1.96
H 0.69 -1.05 -1.57
H 5.74 1.30 1.34
H 4.61 -0.09 1.38
H 6.34 -0.36 1.06
H 6.93 1.80 -0.98
H 7.36 0.07 -0.93
H 6.55 0.73 -2.37
H 4.58 3.17 0.34
H 2.91 3.14 -0.24
H 3.39 2.05 1.05
H 5.09 3.06 -2.00
H 4.74 1.65 -3.03
H 3.43 2.76 -2.56
F -2.63 5.05 3.02
C -1.41 4.53 3.28
F -0.87 4.09 2.09
F -0.59 5.55 3.71
C -1.39 3.42 4.29
N 0.00 3.00 4.46
C 0.74 3.62 5.47
C 0.18 3.72 6.76
C 0.85 4.43 7.76
C 2.06 5.06 7.48
C 2.64 4.96 6.20
C 1.98 4.26 5.20
C 0.51 1.99 3.66
C 1.88 1.65 3.69
C 2.41 0.74 2.80
C 1.57 -0.05 1.97
C 2.01 -1.24 1.30
C 1.49 -2.49 1.74
C 1.85 -3.70 1.08
C 1.30 -4.91 1.44
C 0.49 -5.05 2.59
N -0.08 -6.26 2.91
C -0.15 -7.30 1.88
C -1.45 -7.13 1.14
F -1.61 -7.99 0.10
F -2.52 -7.28 1.99
F -1.54 -5.85 0.64
C -0.67 -6.59 4.14
C -1.70 -5.80 4.71
C -2.35 -6.24 5.86
C -1.99 -7.45 6.46
C -0.99 -8.25 5.88
C -0.35 -7.83 4.73
C 0.27 -3.90 3.37
C 0.63 -2.65 2.89
C 0.18 0.27 1.98
C -0.33 1.27 2.77
H -1.75 3.81 5.24
H -2.01 2.60 3.94
H -0.76 3.21 6.96
H 0.40 4.48 8.75
H 2.57 5.64 8.25
H 3.60 5.42 5.98
H 2.41 4.18 4.20
H 2.56 2.11 4.41
H 3.48 0.55 2.80
H 2.84 -1.21 0.60
H 2.55 -3.64 0.25
H 1.53 -5.77 0.82
H 0.66 -7.20 1.16
H -0.14 -8.28 2.35
H -1.99 -4.87 4.22
H -3.16 -5.64 6.27
H -2.49 -7.77 7.38
H -0.71 -9.20 6.32
H 0.42 -8.44 4.25
H -0.22 -3.97 4.33
H 0.26 -1.78 3.44
H -0.49 -0.32 1.35
H -1.40 1.48 2.73
```

E_HOMO = -6.2876 eV
Maximum force = 4.16 eV Å⁻¹
Orbital gap = 0.147 Ha

***

ORCA calculation (ωB97M-V/def2-TZVPD) on 9 unconnected molecules or ions with the total composition C47H44F6N2O in a non-equilibrium geometry.

The geometry in XYZ format:
```
100
C47H44F6N2O | OMol25 | ωB97M-V/def2-TZVPD
N 2.55 1.25 -3.99
C 2.38 1.47 -5.31
C 3.28 2.29 -6.05
C 4.43 2.77 -5.45
C 4.56 2.45 -4.09
C 3.61 1.70 -3.35
H 1.50 1.04 -5.77
H 3.12 2.53 -7.10
H 5.15 3.28 -6.07
H 5.35 2.91 -3.52
H 3.72 1.54 -2.28
N -3.52 5.62 5.58
C -2.77 6.67 5.93
C -1.78 6.53 6.92
C -1.47 5.27 7.47
C -2.21 4.18 6.99
C -3.18 4.35 6.01
H -3.05 7.68 5.67
H -1.38 7.42 7.38
H -0.71 5.20 8.23
H -1.95 3.20 7.36
H -3.85 3.53 5.79
C -2.66 0.05 0.23
O -1.27 -0.16 0.27
H -3.20 -0.23 1.13
H -2.82 1.12 0.04
H -3.16 -0.46 -0.59
H -0.91 -0.07 -0.62
F 2.88 9.68 -3.76
C 1.78 9.73 -2.97
C 0.97 8.58 -2.87
C -0.05 8.61 -1.94
C -0.37 9.75 -1.23
C 0.45 10.88 -1.36
C 1.52 10.90 -2.25
H 1.16 7.64 -3.36
H -0.62 7.71 -1.83
H -1.12 9.74 -0.45
H 0.21 11.68 -0.68
H 2.19 11.75 -2.30
F 6.70 3.51 3.97
C 5.54 4.20 3.73
C 4.38 3.48 3.88
C 3.21 4.12 3.68
C 3.22 5.44 3.23
C 4.33 6.21 3.10
C 5.51 5.56 3.42
H 4.30 2.43 4.12
H 2.26 3.62 3.79
H 2.24 5.86 3.05
H 4.16 7.24 2.83
H 6.41 6.05 3.08
F 1.54 -7.02 -6.37
C 0.32 -6.38 -6.16
C -0.79 -6.73 -6.92
C -1.96 -6.12 -6.72
C -2.03 -5.05 -5.76
C -0.92 -4.71 -5.04
C 0.30 -5.35 -5.24
H -0.71 -7.48 -7.70
H -2.81 -6.43 -7.31
H -2.92 -4.46 -5.68
H -1.05 -4.10 -4.16
H 1.19 -5.19 -4.64
F -3.67 -8.17 5.29
C -3.27 -8.17 4.01
C -3.85 -9.08 3.08
C -3.48 -8.97 1.75
C -2.69 -7.93 1.38
C -2.14 -7.03 2.26
C -2.36 -7.21 3.65
H -4.57 -9.81 3.42
H -3.81 -9.75 1.07
H -2.51 -7.73 0.33
H -1.37 -6.38 1.86
H -1.92 -6.57 4.40
F 5.45 -6.20 0.20
C 6.54 -5.38 0.13
C 6.35 -4.03 0.30
C 7.45 -3.21 0.25
C 8.73 -3.73 0.11
C 8.96 -5.09 -0.02
C 7.85 -5.96 -0.05
H 5.37 -3.61 0.45
H 7.34 -2.17 0.53
H 9.58 -3.06 0.15
H 10.00 -5.38 0.01
H 7.94 -7.03 -0.17
F -8.39 -1.43 2.07
C -8.71 -2.31 1.09
C -8.20 -3.64 1.02
C -8.54 -4.43 -0.04
C -9.24 -3.89 -1.12
C -9.66 -2.56 -1.10
C -9.44 -1.76 0.01
H -7.64 -4.08 1.84
H -8.07 -5.40 -0.15
H -9.33 -4.45 -2.03
H -10.12 -2.16 -1.99
H -9.74 -0.73 0.02
```

E_HOMO = -9.1933 eV
SMILES = Fc1ccccc1.Fc1ccccc1.Fc1ccccc1.Fc1ccccc1.Fc1ccccc1.Fc1ccccc1.c1ccncc1.c1ccncc1.CO
Maximum force = 3.08 eV Å⁻¹
Orbital gap = 0.349 Ha